A cluster of 11 separate species, C25H60O17S8 in total at a distorted geometry. Source: OMol25; level of theory: ωB97M-V/def2-TZVPD.

```
! wB97M-V def2-TZVPD RIJCOSX def2/J DEFGRID3
* xyz 0 1
C -2.99308 2.08066 -0.66990
C -2.39280 3.50957 -0.96050
O -3.15008 4.27222 -0.16918
C -4.27754 3.69237 0.15828
O -5.30973 4.28757 0.59564
O -4.26065 2.40961 -0.08785
H -2.44862 1.52066 0.09041
H -3.27289 1.48148 -1.53639
H -2.32221 3.75761 -2.01955
H -1.39064 3.65771 -0.55822
C 3.45966 -0.83013 4.36187
C 4.76489 -0.08246 4.31891
O 4.37515 1.25256 4.09380
C 3.08927 1.39887 4.31551
O 2.43561 2.42823 4.28147
O 2.64430 0.24382 4.67556
H 3.59331 -1.72959 4.96288
H 3.07111 -1.15927 3.39813
H 5.25086 -0.41115 3.40027
H 5.39113 -0.23624 5.19771
C -0.00874 -2.36336 -3.89828
C -0.66489 -1.09861 -4.46638
O 0.30624 -0.08777 -4.27668
C 1.49450 -0.59500 -3.96170
O 2.59594 0.02007 -3.94759
O 1.33090 -1.87305 -3.67279
H -0.12007 -3.13369 -4.66136
H -0.43669 -2.63888 -2.93441
H -1.65547 -0.98556 -4.02585
H -0.98955 -1.04013 -5.50527
C 1.41318 5.79326 -3.50244
S 0.51569 5.57615 -1.93753
O 0.66679 4.15751 -1.42797
C 1.67150 6.54115 -0.91299
H 1.31741 6.79779 -3.91456
H 1.03693 5.12880 -4.28029
H 2.44850 5.60900 -3.21564
H 1.45836 6.48869 0.15468
H 1.66124 7.56509 -1.28652
H 2.68942 6.15200 -0.89022
C -4.23345 -2.86500 -2.76348
S -4.18804 -1.24455 -1.93588
O -2.84347 -0.59824 -2.12247
C -5.48068 -0.54049 -2.99385
H -3.42661 -3.57307 -2.57441
H -3.93207 -2.54609 -3.76126
H -5.18956 -3.38765 -2.79101
H -5.03545 -0.52705 -3.98869
H -5.63957 0.52104 -2.80412
H -6.45135 -1.02194 -2.87505
C 4.41037 3.45807 -0.06319
S 3.78184 2.61544 -1.55983
O 4.16686 3.19539 -2.95241
C 4.50811 0.95431 -1.22005
H 4.30123 2.91726 0.87686
H 3.98071 4.44129 0.12856
H 5.47701 3.65380 -0.17308
H 4.69098 0.77635 -0.16034
H 5.50400 1.00681 -1.65998
H 3.85507 0.10801 -1.43316
C 0.18594 -0.81899 -0.38063
S 1.01911 -0.37623 1.24532
O 2.48736 -0.73620 0.99224
C 0.81325 1.39025 0.93532
H 0.35867 -1.86154 -0.64779
H 0.77042 -0.16983 -1.03260
H -0.86914 -0.63176 -0.18097
H 1.60034 1.58479 0.20679
H 1.05505 1.92251 1.85529
H -0.17639 1.63982 0.55268
C -0.93156 3.47450 5.44624
S -1.46240 3.52393 3.60094
O -1.52385 2.10725 3.16909
C -0.02775 4.41362 2.75157
H -1.86123 3.26126 5.97383
H -0.56330 4.39129 5.90664
H -0.25331 2.65863 5.69611
H 0.15324 5.46325 2.98316
H -0.28831 4.45919 1.69415
H 0.92921 4.02566 3.10056
C -2.77802 -7.43440 0.08875
S -1.01181 -7.29706 0.35052
O -0.40488 -7.22977 -1.04734
C -1.09308 -5.64227 1.02767
H -3.26161 -7.58104 1.05453
H -2.93910 -8.29421 -0.56154
H -3.07524 -6.50255 -0.39232
H -1.45047 -5.01544 0.21069
H -0.05615 -5.31568 1.10651
H -1.60111 -5.35787 1.94915
C 3.68266 -4.49229 -1.60450
S 3.27006 -3.93386 0.11838
O 3.06086 -5.21564 0.94516
C 4.93436 -3.31430 0.67312
H 4.41667 -5.29774 -1.58096
H 3.99941 -3.81393 -2.39671
H 2.77067 -5.01123 -1.89960
H 5.82123 -3.87732 0.38230
H 4.86571 -3.19305 1.75419
H 5.21017 -2.31075 0.34920
C -5.86544 -2.52261 1.63797
S -4.11690 -2.68030 2.18283
O -3.27182 -3.37121 1.15430
C -3.84751 -0.86534 1.96372
H -6.03477 -2.21733 0.60539
H -6.39485 -1.94334 2.39445
H -6.13740 -3.57801 1.65416
H -4.66226 -0.25838 2.35856
H -3.75504 -0.67945 0.89367
H -2.93387 -0.37626 2.30158
*
```

**HOMO**: -0.2965 hartree